[1]
{
  "formula": "C3H5NO2S",
  "method": "ωB97M-V/def2-TZVPD",
  "orbital_gap_ev": 10.896,
  "spin_multiplicity": 1,
  "relative_energy_kj_mol": 242.0,
  "e_tot_ev": -19610.0028,
  "homo_energy_ha": -0.377,
  "mol_weight_g_mol": 119.1,
  "fmax_ev_per_a": 4.0,
  "symbols": ["C", "C", "C", "N", "O", "O", "S", "H", "H", "H", "H", "H"],
  "xyz": [[-0.94, 0.06, -0.08], [0.05, 0.10, -1.19], [-0.02, -0.06, 1.11], [-2.15, 0.08, -0.29], [2.16, 1.25, 0.03], [2.20, -1.17, 0.04], [1.46, 0.02, 0.04], [0.28, -0.89, -1.66], [-0.05, 0.87, -1.87], [-0.09, 0.84, 1.78], [-0.20, -1.00, 1.63], [-2.70, -0.08, 0.46]]
}



[2]
{
  "formula": "C3H5NO2S",
  "method": "ωB97M-V/def2-TZVPD",
  "orbital_gap_ev": 9.795,
  "spin_multiplicity": 1,
  "relative_energy_kj_mol": 179.6,
  "e_tot_ev": -19610.6500,
  "homo_energy_ha": -0.360,
  "mol_weight_g_mol": 119.1,
  "fmax_ev_per_a": 3.5,
  "smiles": "C/C(=N/S)C(=O)O",
  "symbols": ["C", "C", "C", "H", "H", "H", "H", "H", "N", "O", "O", "S"],
  "xyz": [[1.24, 1.21, -0.04], [0.08, 0.19, -0.22], [0.55, -1.23, -0.02], [0.95, 2.27, -0.09], [1.65, 1.20, 0.95], [2.27, 1.13, -0.68], [-3.40, 0.65, 0.55], [-0.97, -1.74, -0.86], [-1.13, 0.55, -0.05], [-0.29, -2.23, -0.30], [1.54, -1.51, 0.56], [-2.49, -0.47, 0.19]]
}



[3]
{
  "formula": "C3H5NO2S2",
  "method": "ωB97M-V/def2-TZVPD",
  "orbital_gap_ev": 9.293,
  "spin_multiplicity": 1,
  "relative_energy_kj_mol": 283.6,
  "e_tot_ev": -30445.1701,
  "homo_energy_ha": -0.327,
  "mol_weight_g_mol": 151.2,
  "fmax_ev_per_a": 0.8,
  "smiles": "COC(=S)S/C=N\\O",
  "symbols": ["C", "C", "C", "H", "H", "H", "H", "H", "N", "O", "O", "S", "S"],
  "xyz": [[1.56, 1.29, -0.38], [0.89, -0.94, 0.00], [-1.84, -1.10, -0.50], [2.43, 0.99, -0.92], [1.07, 2.17, -0.79], [1.81, 1.46, 0.66], [-2.39, -1.36, -1.41], [-2.11, 0.79, 1.78], [-2.32, -0.16, 0.21], [0.58, 0.25, -0.46], [-1.59, 0.11, 1.32], [2.34, -1.40, 0.61], [-0.43, -2.10, -0.14]]
}



[4]
{
  "formula": "C3H5NO2S2",
  "method": "ωB97M-V/def2-TZVPD",
  "orbital_gap_ev": 8.044,
  "spin_multiplicity": 1,
  "relative_energy_kj_mol": 503.0,
  "e_tot_ev": -30442.8963,
  "homo_energy_ha": -0.332,
  "mol_weight_g_mol": 151.2,
  "fmax_ev_per_a": 7.5,
  "smiles": "OC/C(=N\\S)C(O)=S",
  "symbols": ["C", "C", "C", "H", "H", "H", "H", "H", "N", "O", "O", "S", "S"],
  "xyz": [[-0.10, 1.36, 0.49], [0.27, -0.15, -0.08], [1.68, -0.64, -0.19], [-1.85, 2.11, -0.16], [0.88, 2.00, 0.54], [-0.57, 1.33, 1.54], [-2.74, -1.71, -1.23], [1.15, -2.78, 0.31], [-0.57, -0.98, -0.47], [-0.73, 2.00, -0.57], [1.85, -2.10, 0.04], [-2.34, -0.77, -0.02], [3.07, 0.32, -0.22]]
}



[5]
{
  "formula": "C3H5NO3",
  "method": "ωB97M-V/def2-TZVPD",
  "orbital_gap_ev": 9.996,
  "spin_multiplicity": 1,
  "relative_energy_kj_mol": 241.0,
  "e_tot_ev": -10823.1897,
  "homo_energy_ha": -0.359,
  "mol_weight_g_mol": 103.1,
  "fmax_ev_per_a": 0.9,
  "smiles": "C/C(O)=N\\C(=O)O",
  "symbols": ["C", "C", "O", "O", "N", "C", "O", "H", "H", "H", "H", "H"],
  "xyz": [[0.15, -0.38, 0.31], [1.32, -0.32, -0.63], [0.42, -0.31, 1.62], [-0.89, 1.24, -0.15], [-0.99, -1.01, -0.04], [-1.87, -0.09, -0.30], [-3.02, 0.06, -0.55], [1.33, -0.01, 1.77], [-1.24, 1.81, 0.55], [1.80, -1.30, -0.62], [0.96, -0.12, -1.64], [2.04, 0.44, -0.34]]
}



[6]
{
  "formula": "C3H5NO3",
  "method": "ωB97M-V/def2-TZVPD",
  "orbital_gap_ev": 11.012,
  "spin_multiplicity": 1,
  "relative_energy_kj_mol": 439.7,
  "e_tot_ev": -10821.1310,
  "homo_energy_ha": -0.383,
  "mol_weight_g_mol": 103.1,
  "fmax_ev_per_a": 4.3,
  "smiles": "C=NOC(=O)CO",
  "symbols": ["C", "C", "C", "H", "H", "H", "H", "H", "N", "O", "O", "O"],
  "xyz": [[1.40, -0.14, 1.20], [0.78, -0.41, -0.29], [-2.45, 0.66, -1.02], [-0.24, 0.67, 2.00], [1.62, -1.22, 1.62], [2.31, 0.12, 0.90], [-2.96, 0.63, -1.92], [-2.65, 0.99, -0.02], [-1.35, 0.04, -1.18], [0.78, 0.80, 2.07], [1.30, -1.09, -1.11], [-0.46, 0.02, -0.17]]
}



[7]
{
  "formula": "C3H5NO3",
  "method": "ωB97M-V/def2-TZVPD",
  "orbital_gap_ev": 10.821,
  "spin_multiplicity": 1,
  "relative_energy_kj_mol": 139.1,
  "e_tot_ev": -10824.2463,
  "homo_energy_ha": -0.370,
  "mol_weight_g_mol": 103.1,
  "fmax_ev_per_a": 1.4,
  "smiles": "NC(=O)COC=O",
  "symbols": ["N", "C", "O", "C", "O", "C", "O", "H", "H", "H", "H", "H"],
  "xyz": [[0.71, 0.28, -1.63], [0.51, 0.80, -0.38], [-0.02, 1.88, -0.18], [0.91, -0.04, 0.83], [-0.34, -0.67, 1.40], [-1.54, -0.67, 0.74], [-1.76, -0.32, -0.38], [0.87, -0.72, -1.72], [0.00, 0.61, -2.27], [1.78, -0.70, 0.59], [1.24, 0.61, 1.64], [-2.37, -1.07, 1.36]]
}



[8]
{
  "formula": "C3H5NO3",
  "method": "ωB97M-V/def2-TZVPD",
  "orbital_gap_ev": 9.473,
  "spin_multiplicity": 1,
  "relative_energy_kj_mol": 440.8,
  "e_tot_ev": -10821.1188,
  "homo_energy_ha": -0.321,
  "mol_weight_g_mol": 103.1,
  "fmax_ev_per_a": 0.7,
  "smiles": "C=C(N)OOC=O",
  "symbols": ["N", "C", "O", "C", "O", "C", "O", "H", "H", "H", "H", "H"],
  "xyz": [[0.26, 0.99, -1.50], [0.71, 0.15, -0.48], [0.86, 0.76, 0.76], [1.02, -1.14, -0.56], [-0.79, -1.18, 1.65], [-1.18, -0.05, 1.59], [-0.47, 1.06, 1.27], [-0.41, 0.57, -2.13], [-0.01, 1.91, -1.20], [0.96, -1.68, -1.50], [1.27, -1.67, 0.35], [-2.22, 0.28, 1.75]]
}



[9]
{
  "formula": "C3H5NO3",
  "method": "ωB97M-V/def2-TZVPD",
  "orbital_gap_ev": 8.688,
  "spin_multiplicity": 1,
  "relative_energy_kj_mol": 737.1,
  "e_tot_ev": -10818.0488,
  "homo_energy_ha": -0.363,
  "mol_weight_g_mol": 103.1,
  "fmax_ev_per_a": 9.2,
  "symbols": ["C", "C", "C", "H", "H", "H", "H", "H", "N", "O", "O", "O"],
  "xyz": [[-0.85, -0.83, 0.21], [-0.46, 0.57, 0.04], [0.94, 0.96, 0.24], [-2.54, 0.08, -0.90], [-0.74, -1.02, 1.40], [-0.32, -1.37, -0.36], [1.03, 1.96, 0.62], [3.09, -1.24, -0.24], [2.18, 0.45, 0.05], [-2.27, -0.97, 0.06], [-1.52, 1.24, -0.27], [2.09, -0.99, -0.26]]
}



[10]
{
  "formula": "C3H5NO3",
  "method": "ωB97M-V/def2-TZVPD",
  "orbital_gap_ev": 11.630,
  "spin_multiplicity": 1,
  "relative_energy_kj_mol": 184.3,
  "e_tot_ev": -10823.7781,
  "homo_energy_ha": -0.413,
  "mol_weight_g_mol": 103.1,
  "fmax_ev_per_a": 1.7,
  "smiles": "N#CCOC=O.O",
  "symbols": ["C", "C", "C", "H", "H", "H", "H", "H", "N", "O", "O", "O"],
  "xyz": [[1.00, -1.55, -0.39], [-0.80, -0.34, 0.40], [-2.21, -0.09, 0.13], [1.32, -2.26, -1.19], [-0.74, -0.96, 1.29], [-0.28, 0.59, 0.54], [1.15, 2.59, 0.55], [1.06, 2.35, -0.98], [-3.33, 0.07, -0.10], [1.61, -1.35, 0.60], [-0.21, -1.04, -0.71], [1.44, 1.99, -0.16]]
}



[11]
{
  "formula": "C3H5NO3",
  "method": "ωB97M-V/def2-TZVPD",
  "orbital_gap_ev": 11.057,
  "spin_multiplicity": 1,
  "relative_energy_kj_mol": 393.8,
  "e_tot_ev": -10821.6067,
  "homo_energy_ha": -0.373,
  "mol_weight_g_mol": 103.1,
  "fmax_ev_per_a": 0.3,
  "smiles": "C1OC[C@]2(NO2)O1",
  "symbols": ["N", "C", "O", "C", "O", "C", "O", "H", "H", "H", "H", "H"],
  "xyz": [[-1.24, -1.00, 1.21], [-0.71, -0.04, 0.30], [-2.00, 0.18, 0.70], [0.44, 0.88, 0.70], [1.25, 0.93, -0.47], [0.87, -0.16, -1.26], [-0.51, -0.37, -1.02], [1.43, -1.07, -0.98], [-1.60, -1.77, 0.64], [0.08, 1.88, 0.93], [0.98, 0.47, 1.56], [1.02, 0.07, -2.31]]
}



[12]
{
  "formula": "C3H5NO3",
  "method": "ωB97M-V/def2-TZVPD",
  "orbital_gap_ev": 10.946,
  "spin_multiplicity": 1,
  "relative_energy_kj_mol": 67.4,
  "e_tot_ev": -10824.9890,
  "homo_energy_ha": -0.371,
  "mol_weight_g_mol": 103.1,
  "fmax_ev_per_a": 0.5,
  "smiles": "NC(=O)COC=O",
  "symbols": ["N", "C", "O", "C", "O", "C", "O", "H", "H", "H", "H", "H"],
  "xyz": [[0.89, 0.44, -1.52], [0.83, -0.57, -0.60], [1.79, -1.22, -0.24], [-0.58, -0.88, -0.07], [-0.68, -0.58, 1.33], [-0.72, 0.72, 1.62], [-0.67, 1.62, 0.81], [0.20, 1.18, -1.46], [1.82, 0.72, -1.80], [-1.35, -0.34, -0.62], [-0.73, -1.95, -0.15], [-0.80, 0.86, 2.70]]
}



[13]
{
  "formula": "C3H5NO3",
  "method": "ωB97M-V/def2-TZVPD",
  "orbital_gap_ev": 10.675,
  "spin_multiplicity": 1,
  "relative_energy_kj_mol": 59.7,
  "e_tot_ev": -10825.0694,
  "homo_energy_ha": -0.373,
  "mol_weight_g_mol": 103.1,
  "fmax_ev_per_a": 0.8,
  "smiles": "O=CNCC(=O)O",
  "symbols": ["C", "N", "C", "C", "O", "O", "O", "H", "H", "H", "H", "H"],
  "xyz": [[1.73, 1.27, 0.31], [1.02, 0.16, -0.05], [-0.39, 0.23, -0.32], [-1.11, -0.98, 0.24], [-2.12, -1.38, -0.56], [-0.84, -1.53, 1.27], [2.93, 1.36, 0.30], [1.07, 2.12, 0.63], [1.62, -0.54, -0.47], [-0.59, 0.27, -1.39], [-0.77, 1.15, 0.14], [-2.54, -2.12, -0.09]]
}



[14]
{
  "formula": "C3H5NO3",
  "method": "ωB97M-V/def2-TZVPD",
  "orbital_gap_ev": [7.841, 8.564],
  "spin_multiplicity": 1,
  "relative_energy_kj_mol": 813.6,
  "e_tot_ev": -10817.2556,
  "homo_energy_ha": [-0.328, -0.369],
  "mol_weight_g_mol": 103.1,
  "fmax_ev_per_a": 3.4,
  "symbols": ["C", "C", "C", "N", "O", "O", "O", "H", "H", "H", "H", "H"],
  "xyz": [[0.13, 0.04, -2.12], [0.36, -0.39, -0.88], [-0.06, 0.25, 0.32], [-0.13, -0.56, 1.54], [0.61, -1.44, 1.70], [-1.06, -0.22, 2.28], [-1.05, 1.14, 0.34], [0.51, -0.57, -2.94], [-0.47, 0.99, -2.01], [0.99, -1.18, -0.74], [1.62, 0.95, 1.28], [-1.44, 0.99, 1.23]]
}



[15]
{
  "formula": "C3H5NO3",
  "method": "ωB97M-V/def2-TZVPD",
  "orbital_gap_ev": [8.737, 8.624],
  "spin_multiplicity": 1,
  "relative_energy_kj_mol": 749.8,
  "e_tot_ev": -10817.9170,
  "homo_energy_ha": [-0.323, -0.321],
  "mol_weight_g_mol": 103.1,
  "fmax_ev_per_a": 7.8,
  "symbols": ["C", "C", "C", "N", "O", "O", "O", "H", "H", "H", "H", "H"],
  "xyz": [[-0.30, -0.33, -0.52], [0.67, 0.11, 0.50], [-1.26, -1.50, -0.10], [1.27, 2.22, 0.06], [1.23, 2.50, -1.05], [1.43, 2.72, 1.15], [1.12, -0.62, -0.54], [-0.61, 0.32, -1.25], [0.69, -0.25, 1.54], [-1.95, -1.09, 0.73], [-0.58, -2.11, 0.44], [-1.71, -1.99, -0.95]]
}



[16]
{
  "formula": "C3H5NO3",
  "method": "ωB97M-V/def2-TZVPD",
  "orbital_gap_ev": [9.425, 8.164],
  "spin_multiplicity": 3,
  "relative_energy_kj_mol": 326.0,
  "e_tot_ev": -10816.3848,
  "homo_energy_ha": [-0.318, -0.404],
  "s_squared": 2.010,
  "mol_weight_g_mol": 103.1,
  "fmax_ev_per_a": 5.2,
  "symbols": ["C", "C", "C", "N", "O", "O", "O", "H", "H", "H", "H", "H"],
  "xyz": [[0.39, 1.37, -0.53], [-0.06, -0.01, 0.01], [0.84, -1.12, 0.43], [-1.57, -0.24, -0.02], [-2.30, 0.65, -0.30], [-1.86, -1.37, 0.17], [0.30, 1.78, 0.81], [1.36, 1.23, -0.83], [-0.35, 1.61, -1.33], [1.24, -1.60, -0.40], [0.31, -1.70, 1.21], [1.69, -0.62, 0.79]]
}



[17]
{
  "formula": "C3H5NO3P",
  "method": "ωB97M-V/def2-TZVPD",
  "orbital_gap_ev": 7.762,
  "spin_multiplicity": 1,
  "relative_energy_kj_mol": 122.6,
  "total_charge": -1,
  "e_tot_ev": -20114.5173,
  "homo_energy_ha": -0.141,
  "mol_weight_g_mol": 134.1,
  "fmax_ev_per_a": 4.5,
  "symbols": ["C", "C", "C", "N", "O", "O", "O", "P", "H", "H", "H", "H", "H"],
  "xyz": [[-1.76, -0.32, 0.23], [-1.84, -0.08, 1.55], [1.77, 0.01, -1.00], [-0.71, 0.11, -0.60], [0.56, 1.78, 0.84], [-2.01, -0.29, 2.66], [0.70, -0.88, 1.14], [0.57, 0.36, 0.36], [-2.87, -0.09, -0.16], [1.77, 0.78, -1.87], [2.80, 0.16, -0.50], [1.51, -1.08, -1.32], [-0.49, -0.47, -1.33]]
}



[18]
{
  "formula": "C3H5NO3P",
  "method": "ωB97M-V/def2-TZVPD",
  "orbital_gap_ev": 8.365,
  "spin_multiplicity": 1,
  "relative_energy_kj_mol": 1.3,
  "total_charge": -1,
  "e_tot_ev": -20115.7752,
  "homo_energy_ha": -0.160,
  "mol_weight_g_mol": 134.1,
  "fmax_ev_per_a": 4.0,
  "symbols": ["C", "C", "C", "N", "O", "O", "O", "P", "H", "H", "H", "H", "H"],
  "xyz": [[1.55, 0.39, 0.03], [-1.12, -1.32, 0.59], [0.37, 1.35, 0.12], [-1.41, -0.70, -0.72], [1.36, -0.33, -1.05], [2.43, 0.30, 0.88], [-0.54, 1.03, -2.54], [-0.37, 0.37, -1.24], [-0.59, -2.45, 0.50], [-0.34, -0.84, 1.15], [-1.96, -1.56, 1.22], [0.61, 2.47, -0.04], [0.02, 1.28, 1.11]]
}



[19]
{
  "formula": "C3H5NO3S",
  "method": "ωB97M-V/def2-TZVPD",
  "orbital_gap_ev": 9.190,
  "spin_multiplicity": 1,
  "relative_energy_kj_mol": 199.5,
  "e_tot_ev": -21658.1097,
  "homo_energy_ha": -0.326,
  "mol_weight_g_mol": 135.1,
  "fmax_ev_per_a": 3.7,
  "symbols": ["C", "C", "C", "N", "O", "O", "O", "S", "H", "H", "H", "H", "H"],
  "xyz": [[-0.58, 0.74, -0.04], [0.66, -1.09, 0.33], [-0.38, 2.13, -0.40], [1.37, -2.13, -0.11], [0.33, -0.20, -0.66], [-1.98, -1.27, 0.64], [0.42, -0.78, 1.46], [-1.93, 0.18, 0.60], [0.33, 2.35, -1.28], [0.21, 2.54, 0.43], [-1.38, 2.75, -0.35], [1.60, -2.35, -1.10], [1.34, -2.88, 0.47]]
}



[20]
{
  "formula": "C3H5NO3S",
  "method": "ωB97M-V/def2-TZVPD",
  "orbital_gap_ev": 9.919,
  "spin_multiplicity": 1,
  "relative_energy_kj_mol": 96.8,
  "e_tot_ev": -21659.1737,
  "homo_energy_ha": -0.343,
  "mol_weight_g_mol": 135.1,
  "fmax_ev_per_a": 1.4,
  "smiles": "O=C1NSCOCO1",
  "symbols": ["C", "C", "C", "H", "H", "H", "H", "H", "N", "O", "O", "O", "S"],
  "xyz": [[-1.32, 0.04, 0.90], [1.58, 0.00, -0.08], [-0.34, -0.85, -1.14], [-0.83, 1.85, 1.56], [2.64, 0.15, -0.35], [1.51, -0.37, 0.96], [-0.61, -1.70, -1.72], [-0.66, 0.05, -1.60], [-0.65, 1.24, 0.74], [-2.14, -0.09, 1.77], [1.05, -0.92, -1.01], [-1.02, -1.01, 0.09], [0.79, 1.62, -0.13]]
}